Record 1
A molecular structure, C5H7O4Sm in a non-equilibrium geometry, computed with wB97M-V/def2-TZVPD.

Last column: Mulliken spin population.
Atoms and positions in Å:
1 H -2.721 0.860 1.605  -0.005
2 Sm -1.521 -2.144 2.810  6.053
3 O -1.330 0.040 2.917  -0.019
4 O -0.851 1.326 1.072  0.000
5 C 0.291 0.755 0.485  0.004
6 C -0.168 -0.088 -0.701  -0.002
7 O -1.687 -0.816 0.869  -0.015
8 C -1.733 0.360 1.655  -0.018
9 H 0.947 1.585 0.191  0.001
10 H 0.833 0.133 1.219  -0.001
11 H -0.172 -1.181 -0.659  0.001
12 H -0.890 0.438 -1.338  0.001
13 H 0.781 -0.438 -2.918  0.000
14 O 3.213 -1.304 -1.305  0.000
15 C 1.199 0.021 -2.011  -0.001
16 C 2.391 -0.630 -1.694  0.001
17 H 1.418 1.083 -2.195  0.000

HOMO energy (alpha / beta): -10.58 / -12.01 eV
ΔE to the lowest compared entry with this formula, charge and spin: 0.4 kcal/mol
frontier orbital gap (alpha / beta): 6.412 / 7.847 eV
charge: +1
⟨S²⟩: 12.009
2S+1: 7



Record 2
A single C25H27N3O7 molecule, computed with wB97M-V/def2-TZVPD.

Last column: Mulliken charge in e.
Atoms and positions in Å:
1 C 6.388 -1.898 0.858  -1.098
2 C 5.887 -0.613 0.215  -0.228
3 O 4.742 -0.855 -0.607  -0.381
4 C 3.553 -0.888 -0.014  0.143
5 O 3.380 -0.721 1.168  -0.621
6 C 2.447 -1.131 -1.015  0.131
7 C 1.394 -2.080 -0.448  -0.912
8 C 0.108 -2.069 -1.297  -0.127
9 N -0.542 -0.785 -1.270  0.350
10 C -0.505 0.088 -2.311  0.259
11 O 0.203 -0.088 -3.284  -0.668
12 C -1.334 1.300 -2.088  0.456
13 C -2.590 1.240 -1.491  -0.364
14 C -3.267 2.397 -1.169  -0.208
15 C -2.677 3.645 -1.390  -0.102
16 N -3.240 4.806 -0.858  -0.314
17 C -3.688 4.724 0.516  -0.903
18 N -2.807 3.864 1.297  0.265
19 C -1.418 3.971 1.214  0.083
20 O -0.831 4.956 0.845  -0.609
21 C -0.888 2.655 1.634  0.669
22 C 0.405 2.176 1.667  -0.796
23 C 0.595 0.842 2.019  -0.093
24 C -0.483 0.029 2.334  -0.615
25 C -1.788 0.512 2.307  -0.574
26 C -1.972 1.831 1.948  0.587
27 C -3.216 2.604 1.738  -0.254
28 O -4.364 2.275 1.890  -0.617
29 C -1.476 3.701 -2.098  -0.399
30 C -0.822 2.542 -2.455  -1.254
31 C -0.846 -3.105 -0.714  0.317
32 O -1.782 -2.818 -0.012  -0.615
33 O -0.491 -4.336 -1.051  -0.366
34 C -1.260 -5.416 -0.507  -0.258
35 C -0.783 -5.782 0.890  -1.077
36 H 6.607 -2.640 0.094  0.299
37 H 7.292 -1.694 1.424  0.368
38 H 5.632 -2.296 1.531  0.312
39 H 6.635 -0.191 -0.458  0.319
40 H 5.621 0.118 0.986  0.295
41 H 1.984 -0.164 -1.226  0.105
42 H 2.872 -1.509 -1.944  0.347
43 H 1.786 -3.097 -0.418  0.499
44 H 1.150 -1.769 0.570  0.191
45 H 0.353 -2.311 -2.336  0.594
46 H -1.180 -0.635 -0.501  -0.055
47 H -3.049 0.285 -1.279  0.624
48 H -4.245 2.336 -0.719  0.592
49 H -2.635 5.603 -1.013  0.379
50 H -3.714 5.729 0.941  0.392
51 H -4.685 4.274 0.582  0.437
52 H 1.237 2.815 1.416  0.515
53 H 1.594 0.433 2.034  0.559
54 H -0.310 -1.003 2.601  0.457
55 H -2.629 -0.122 2.540  0.513
56 H -1.037 4.663 -2.321  0.338
57 H 0.124 2.582 -2.974  0.493
58 H -1.116 -6.243 -1.204  0.325
59 H -2.314 -5.122 -0.485  0.324
60 H -0.944 -4.948 1.570  0.288
61 H -1.341 -6.641 1.251  0.390
62 H 0.276 -6.027 0.875  0.292

HOMO energy: -8.41 eV
ΔE to the lowest compared entry with this formula, charge and spin: 4.8 kcal/mol
SMILES: CCOC(=O)CC[C@H](NC(=O)c1ccc(NCN2C(=O)c3ccccc3C2=O)cc1)C(=O)OCC
frontier orbital gap: 8.023 eV
charge: 0



Record 3
A gas-phase ion, C5H11N3O (charge +2) in a non-equilibrium geometry, computed with wB97M-V/def2-TZVPD.

Last column: Mulliken charge in e.
Atoms and positions in Å:
1 C 1.758 1.036 0.861  -1.228
2 C 1.154 0.092 -0.113  0.536
3 C 1.011 0.381 -1.572  -0.822
4 N 0.725 -1.072 0.459  -0.011
5 C -0.365 -1.871 0.389  -0.062
6 N -1.498 -1.508 -0.175  -0.040
7 C -2.013 -0.207 0.052  -0.218
8 N -1.264 0.824 -0.025  -0.011
9 O -1.495 2.012 0.382  -0.339
10 H 2.502 1.565 0.394  0.388
11 H 1.971 0.527 1.770  0.448
12 H 0.955 1.595 1.084  0.396
13 H 0.834 1.445 -1.747  0.374
14 H 0.189 -0.104 -2.036  0.367
15 H 2.008 0.043 -2.001  0.355
16 H 1.441 -1.450 1.024  0.339
17 H -0.245 -2.936 0.807  0.377
18 H -2.145 -2.289 -0.552  0.392
19 H -3.076 -0.180 0.408  0.384
20 H -2.447 2.097 0.591  0.375

HOMO energy: -18.81 eV
ΔE to the lowest compared entry with this formula, charge and spin: 96.8 kcal/mol
SMILES: CC(C)=[NH+]/C=[NH+]\C=N\O
frontier orbital gap: 8.260 eV
charge: +2



Record 4
2 unconnected molecules or ions with the total composition C6H10O, computed with wB97M-V/def2-TZVPD.

Last column: Mulliken charge in e.
Atoms and positions in Å:
1 C -2.106 0.231 0.303  -1.317
2 C -0.708 0.131 -0.214  0.795
3 C -0.007 -1.081 -0.571  -0.323
4 C 1.389 -1.059 0.161  -0.643
5 C 1.991 0.125 0.033  -0.217
6 C 1.282 1.214 -0.743  -0.498
7 O -0.098 1.274 -0.294  -0.317
8 H -2.528 -0.748 0.525  0.316
9 H -2.722 0.709 -0.469  0.386
10 H -2.160 0.864 1.192  0.353
11 H -0.252 -0.983 2.124  -0.018
12 H 0.271 -1.056 -1.634  0.326
13 H -0.603 -1.972 -0.368  0.241
14 H 0.423 -1.222 1.854  -0.004
15 H 2.923 0.381 0.530  0.370
16 H 1.661 2.228 -0.617  0.315
17 H 1.243 0.965 -1.812  0.234

HOMO energy (alpha / beta): -7.24 / -7.24 eV
ΔE to the lowest compared entry with this formula, charge and spin: 109.6 kcal/mol
frontier orbital gap (alpha / beta): 7.336 / 7.332 eV
charge: 0